DFT (the ωB97M-V functional and the def2-TZVPD basis) results for C37H69BeBrFILiN2O11PS3 as an isolated structure at a distorted geometry.

Each line ends with the Löwdin charge.
Cartesian coordinates (Å):
C: 5.377074 -4.108412 0.657505  -0.112
C: 4.328742 -3.372778 1.506010  -0.269
C: 2.968457 -3.376826 0.792484  -0.191
C: 1.723319 -3.662692 1.652528  -0.268
C: 1.040846 -2.624751 2.543065  -0.543
I: 2.379673 -2.645081 4.663941  0.542
N: -0.252006 -3.184459 3.035837  -0.241
P: -0.397990 -4.969650 3.090002  0.504
S: 0.708766 -5.959112 4.361082  0.098
C: -1.529335 -2.642414 2.404232  -0.182
C: -1.403364 -1.931487 1.064212  -0.630
S: -2.888932 -0.891438 1.042725  0.884
C: -1.580104 -2.903836 -0.148550  -0.202
C: -2.865874 -3.720250 -0.219785  -0.259
C: -2.729734 -5.195334 0.259272  -0.109
C: -0.027440 -1.214340 0.813283  -0.177
C: -0.060099 -0.082534 -0.235241  -0.037
C: -0.895913 1.181696 -0.241251  -0.533
O: -1.923448 1.266549 -0.851393  0.081
O: -0.362021 2.307587 0.312492  0.069
C: 0.923941 -1.156860 2.079581  -0.320
C: 0.367513 -0.349499 3.278998  -0.136
C: -0.421812 0.919806 3.004330  -0.165
O: -0.925414 1.368185 4.282980  -0.141
C: -2.251011 0.953496 4.502958  -0.288
C: -3.293105 1.880781 3.884454  -0.066
C: 2.329327 -0.605450 1.731301  -0.102
C: 2.697182 0.824355 2.059880  -0.208
C: 3.372053 1.060604 3.253206  -0.065
C: 3.791039 2.329894 3.615674  -0.072
C: 3.546113 3.422279 2.792669  -0.171
C: 2.891151 3.201842 1.579011  -0.247
C: 2.600081 4.350396 0.649759  -0.043
C: 2.494483 1.919044 1.230325  -0.007
H: 6.339140 -4.032287 1.163656  0.068
H: 5.511617 -3.584157 -0.287749  0.079
H: 5.110809 -5.147605 0.482556  0.069
H: 4.263325 -3.919145 2.447865  0.042
H: 4.716692 -2.369076 1.653768  0.105
H: 2.867055 -2.542621 0.109418  0.109
H: 3.035591 -4.252888 0.141614  0.110
H: 2.068658 -4.486822 2.293538  0.023
H: 0.997618 -4.030934 0.921163  0.078
H: -0.296094 -2.946629 4.050604  0.083
H: -1.735251 -5.203994 3.398025  0.013
H: -0.193186 -5.445517 1.804538  0.000
H: -2.310215 -3.397152 2.310800  0.090
H: -1.946080 -1.932979 3.114257  0.078
H: -3.354320 -1.085297 -0.302115  -0.027
H: -1.492618 -2.282531 -1.037548  0.096
H: -0.729942 -3.598170 -0.175705  0.100
H: -3.153553 -3.777024 -1.265457  0.092
H: -3.722219 -3.296134 0.291126  0.083
H: -1.696456 -5.535571 0.294034  0.034
H: -3.320879 -5.823465 -0.401342  0.070
H: -3.217603 -5.303337 1.233551  0.049
H: 0.512433 -1.973100 0.240954  0.118
H: 0.957935 0.234582 -0.457716  0.112
H: -0.348146 -0.574826 -1.157743  0.090
H: -1.123173 2.831055 0.594690  0.126
H: 1.143893 -0.045521 3.975471  0.079
H: -0.302598 -0.927655 3.923722  0.091
H: -1.296483 0.769226 2.374059  0.067
H: 0.202958 1.736022 2.664634  0.120
H: -2.417462 0.926577 5.580388  0.115
H: -2.434043 -0.063126 4.135696  0.086
H: -4.183929 1.288048 3.668760  0.071
H: -2.967277 2.248936 2.914246  0.070
H: -3.589661 2.695110 4.537883  0.068
H: 3.108658 -1.207150 2.184499  0.059
H: 2.512089 -0.723713 0.663135  0.112
H: 3.572871 0.225325 3.913037  0.071
H: 4.284203 2.446289 4.570738  0.103
H: 3.909299 4.380866 3.120770  0.020
H: 3.548572 4.765007 0.319222  0.060
H: 1.955762 4.031018 -0.160912  0.055
H: 2.134194 5.120366 1.263382  0.047
H: 2.014129 1.785295 0.275218  0.093
Br: 2.024423 5.374579 4.139360  0.966
C: -4.370116 -0.913448 -2.961728  -0.365
O: -3.727793 -1.725491 -2.068625  -0.391
H: -3.753435 -0.548023 -3.823206  0.014
H: -5.254070 -1.358133 -3.465656  0.041
H: -4.770969 0.043919 -2.548589  0.056
Li: 3.256361 -5.243514 4.475612  0.452
C: 4.894644 5.107565 -2.755512  -0.347
O: 4.813839 5.197903 -1.552155  0.042
N: 3.909756 4.656262 -3.564162  -0.192
C: 4.064594 4.572456 -4.998444  -0.112
C: 2.652269 4.240950 -2.961191  -0.032
H: 5.809648 5.395653 -3.309519  0.081
H: 3.317081 5.197049 -5.495172  0.092
H: 3.943474 3.537656 -5.330023  0.093
H: 5.066442 4.922002 -5.299261  -0.139
H: 2.207360 5.073212 -2.415489  0.096
H: 2.828254 3.429382 -2.255384  0.089
H: 1.968045 3.905904 -3.737273  0.082
Be: 6.821083 5.797385 -5.945451  0.273
C: -0.197285 0.749899 -5.548790  -0.273
S: -0.421344 -0.093039 -3.976836  0.807
O: 0.873384 -0.775904 -3.652696  -0.574
C: -1.547174 -1.340472 -4.577117  -0.267
H: 0.514657 1.560024 -5.399289  0.032
H: 0.191218 0.049268 -6.288783  0.053
H: -1.154292 1.157061 -5.873539  0.055
H: -1.065494 -1.902931 -5.379266  0.060
H: -2.457927 -0.863994 -4.931801  0.035
H: -1.795113 -2.002209 -3.746352  0.045
C: -9.147130 -2.709930 -5.554350  -0.041
C: -7.921660 -2.936420 -4.687030  -0.511
O: -7.424986 -2.011195 -4.072539  0.025
C: -7.403195 -4.333141 -4.663062  -0.057
H: -9.440161 -1.661173 -5.502143  0.064
H: -8.916711 -2.970918 -6.588233  0.081
H: -9.973726 -3.329445 -5.201254  0.070
H: -7.124374 -4.663473 -5.708980  0.033
H: -8.171415 -5.009800 -4.279115  0.074
H: -6.527671 -4.380271 -4.015386  0.073
F: -6.876408 -5.639159 -7.099019  -0.795
C: 0.460813 7.597774 3.151682  -0.233
O: 1.153317 6.950048 4.154017  -0.716
H: 1.049334 7.859627 2.260845  0.083
H: -0.415710 7.063316 2.750301  0.075
H: 0.066804 8.548163 3.519613  0.082
C: 4.830560 7.554320 2.726294  -0.956
O: 4.988827 8.740198 2.384596  0.064
O: 4.252328 6.683301 1.998077  0.066
O: 5.231147 7.082599 3.839756  0.071

Force components x, y, z for each atom (eV/Å):
0.14 0.79 0.25
0.21 -0.42 -0.87
0.32 -0.58 0.14
-0.01 0.84 -0.25
0.85 0.08 -1.75
1.12 -0.60 1.37
-0.62 -0.67 -0.04
1.09 -0.85 0.63
-0.06 -0.01 0.06
-0.75 0.97 -0.03
0.20 -0.35 -1.42
-0.67 0.45 0.12
-0.01 0.04 0.55
0.26 -1.33 -0.38
-0.68 0.76 0.20
0.37 -0.22 0.53
0.39 0.32 -0.33
-0.68 0.05 -0.64
-0.15 0.03 0.09
0.38 -0.57 0.78
-1.03 0.17 0.77
-0.54 0.28 0.07
-0.24 0.41 1.07
0.05 -0.14 -0.05
-0.38 0.31 0.26
-0.30 -0.59 -0.29
0.35 0.23 -1.00
0.24 0.13 0.59
-0.06 -0.20 0.15
-0.20 -0.08 0.01
0.36 -1.07 0.20
-0.09 0.38 -0.27
0.42 -0.23 1.00
0.02 -0.27 -0.05
0.12 -0.31 0.02
-0.12 -0.19 -0.23
0.04 -0.10 -0.07
-0.10 0.35 0.31
-0.16 0.09 0.51
-0.10 0.16 0.06
-0.26 -0.05 -0.13
-0.32 -0.30 0.01
-0.05 -0.26 0.03
0.08 0.07 -0.01
-0.13 0.43 -0.13
-0.35 0.43 -0.24
0.22 -0.36 -0.06
0.23 0.02 0.26
0.27 -0.26 -0.34
-0.24 -0.02 -0.13
0.11 -0.03 0.04
-0.10 0.45 -0.07
0.07 0.43 -0.04
0.04 -0.21 -0.09
0.21 -0.27 -0.11
0.33 -0.22 0.26
0.08 0.07 -0.21
0.20 -0.07 0.25
-0.29 0.00 -0.13
0.02 0.34 -0.38
0.34 -0.12 -0.16
-0.03 -0.26 -0.14
0.24 -0.07 -0.47
0.07 -0.08 -0.41
0.17 -0.06 0.12
0.20 -0.09 -0.11
-0.16 0.05 0.07
0.13 0.19 0.01
0.23 0.22 -0.01
-0.20 -0.19 0.35
-0.20 -0.01 -0.13
0.01 -0.05 0.08
0.15 0.17 0.02
0.26 0.21 -0.53
-0.17 0.12 -0.35
-0.03 0.11 -0.14
-0.21 0.23 -0.27
-0.07 0.03 -0.11
-0.84 0.30 -0.76
-0.65 0.60 -0.49
0.63 0.18 0.74
-0.09 -0.05 0.40
0.29 -0.16 0.32
0.13 -0.13 0.24
-0.68 0.73 0.04
0.09 0.03 0.00
0.06 -0.03 -0.13
0.03 0.02 -0.13
-0.16 -0.08 0.22
0.13 0.05 0.08
-0.03 -0.01 -0.03
0.07 -0.01 -0.12
0.05 0.04 -0.13
-0.59 -0.25 0.26
-0.04 -0.04 0.03
-0.06 -0.01 0.01
0.03 0.00 -0.04
0.54 0.26 -0.22
0.11 0.00 -0.13
-0.21 -0.04 0.20
0.06 0.03 -0.08
0.32 -0.28 -0.26
0.00 0.00 0.04
-0.01 -0.03 0.03
-0.02 -0.01 0.04
0.11 0.05 0.02
0.11 -0.04 0.02
-0.20 0.17 0.12
0.02 0.33 0.00
-0.06 -0.11 0.19
-0.21 -0.04 -0.19
0.37 0.35 0.02
0.01 0.00 0.03
-0.05 -0.20 0.03
0.03 -0.11 -0.12
-0.21 -0.37 0.18
-0.05 -0.06 -0.21
-0.01 0.02 0.03
-0.05 0.08 -0.10
-0.49 -0.27 -2.21
-0.08 1.10 2.18
0.36 -0.19 0.24
0.12 -0.32 0.33
0.28 -0.15 0.58
-0.04 -0.69 0.24
-0.02 0.02 0.00
0.04 0.37 -0.07
0.04 0.31 -0.13

Properties
LUMO level   -0.2206 eV
Charge   -2
Kohn-Sham gap   1.329 eV


DFT (the ωB97M-V functional and the def2-TZVPD basis) results for an isolated ion of composition C2H6NO2 and charge +1 at a distorted geometry.

Each line ends with the natural charge from an NBO analysis.
Cartesian coordinates (Å):
C: -0.088143 -1.281994 -1.642440  0.032
C: 0.407925 0.460971 0.134553  0.533
N: -0.640237 1.081932 0.931172  -0.710
O: -0.232728 -0.335778 -0.729417  -0.444
O: 1.272294 0.032855 1.034543  -0.676
H: -0.941812 -1.398407 -2.196826  0.192
H: 0.809672 -1.941342 -1.597130  0.186
H: -1.522560 0.682058 0.803257  0.444
H: -0.720025 2.110340 0.751715  0.461
H: -0.366047 0.936657 1.937714  0.461
H: 2.021662 -0.347292 0.572859  0.521

Force components x, y, z for each atom (eV/Å):
3.15 -0.12 2.19
-0.75 0.03 -1.72
1.25 2.50 1.84
-0.73 0.11 -0.15
1.20 -1.16 0.41
-1.63 -0.42 -1.44
-0.94 0.69 -0.24
-1.98 -0.95 -0.48
0.11 -0.91 0.23
-0.39 0.35 -0.83
0.70 -0.11 0.18

Properties
LUMO level (alpha / beta)   -4.8090 / -4.0251 eV
Energy relative to the best compared isomer or geometry (same formula, charge and spin)   447.8 kJ/mol
Charge   +1
Kohn-Sham gap (alpha / beta)   7.793 / 9.238 eV